[1]
Entry from the Open Molecules 2025 dataset: a 2-piece molecular cluster, C9H14Si overall in a non-equilibrium geometry (the ωB97M-V functional and the def2-TZVPD basis).

Summary:
- LUMO (eV) = 0.90
- energy relative to the best compared isomer or geometry (same formula, charge and spin) (kcal/mol) = 153.9
- charge = 0
- energy (Eh) = -640.592939
- gap between HOMO and LUMO (eV) = 8.2
- HOMO level (eV) = -7.3

Last column: Löwdin charge in e.
CARTESIAN COORDINATES (ANGSTROEM)
C -1.33672 -3.25931 1.20397  -0.080
C -1.90001 -2.15785 1.62351  -0.090
C 0.71424 -1.28224 -2.79172  -0.205
C 1.72034 -1.71938 -2.01241  -0.205
C -1.66086 -2.25645 0.16073  -0.190
C 1.28020 0.62797 1.14159  -0.111
C 1.08231 1.73528 -1.08577  -0.115
C -0.96469 1.19975 0.21878  -0.114
C 0.44390 0.72578 -0.13370  -0.699
Si 0.34657 -0.98741 -0.98652  0.851
H -0.92125 -4.21277 1.41931  0.084
H -2.29879 -1.58500 2.42384  0.084
H 0.52860 -1.28943 -3.85291  0.034
H 2.65694 -2.22051 -2.20184  0.033
H -2.45700 -2.40449 -0.55654  0.043
H 0.84563 -0.09077 1.83515  0.073
H 2.29862 0.31243 0.91706  0.077
H 1.33129 1.59672 1.64012  0.082
H 2.09413 1.44016 -1.35626  0.076
H 1.12820 2.71940 -0.61684  0.083
H 0.49846 1.82373 -2.00057  0.076
H -1.54958 1.36381 -0.68398  0.081
H -1.48522 0.46290 0.82528  0.049
H -0.92517 2.13716 0.77509  0.085

=====

[2]
Entry from the Open Molecules 2025 dataset: C9H15AlB3F4N5O4 as an isolated structure in a non-equilibrium geometry (the ωB97M-V functional and the def2-TZVPD basis).

Summary:
- LUMO (eV) = -10.15
- energy relative to the best compared isomer or geometry (same formula, charge and spin) (kcal/mol) = 0.0
- charge = +2
- energy (Eh) = -1642.640815
- gap between HOMO and LUMO (eV) = 4.2
- HOMO level (eV) = -14.4

Last column: Löwdin charge in e.
CARTESIAN COORDINATES (ANGSTROEM)
Al 8.05464 8.28344 7.55154  0.404
C 9.27444 11.89954 5.56706  0.054
C 9.13618 10.59591 6.23546  -0.141
N 8.14091 10.26284 6.99179  0.089
O 7.23358 11.27364 7.10698  0.143
B 6.53033 11.29586 8.33015  -0.752
F 6.74194 10.38824 9.26670  0.294
F 5.87120 12.39264 8.45403  0.361
O 5.38353 8.94860 6.59943  0.171
N 6.13621 8.03761 6.65906  -0.018
C 5.65662 6.72509 6.35899  -0.125
C 4.16732 6.60849 6.00848  0.048
C 6.61290 5.76330 6.42384  -0.139
N 7.87779 6.25346 6.78516  -0.004
O 8.75934 5.44169 6.80579  0.175
B 11.32822 7.07001 7.61919  -0.771
F 11.42014 8.00809 8.61123  0.251
F 12.03808 6.00860 7.52671  0.365
O 10.65946 7.40235 6.46057  0.154
N 9.81773 8.46078 6.65711  0.062
C 10.23029 9.57971 6.13057  -0.103
C 11.52273 9.83624 5.45796  0.076
C 6.42297 4.27521 6.17644  0.054
H 8.30735 12.41067 5.45196  0.119
H 9.68285 11.72931 4.55134  0.124
H 9.89771 12.60415 6.09164  0.128
H 3.93832 6.88786 4.96998  0.121
H 3.60595 7.27394 6.65508  0.095
H 3.88637 5.53038 6.21132  0.118
H 12.29638 9.04526 5.49581  0.134
H 11.89890 10.71214 5.84318  0.092
H 11.33124 10.05258 4.40609  0.131
H 5.38761 3.97733 6.24024  0.095
H 7.16271 3.66280 6.69096  0.108
H 6.57984 4.10333 5.11866  0.119
B 8.21030 6.41242 11.45142  -0.288
C 8.22502 7.09280 10.02586  -0.061
N 8.07997 7.90797 9.22239  0.170
H 7.46221 6.89908 12.19550  0.032
H 8.50802 5.24946 11.04843  0.053
H 8.93649 7.12119 12.12782  0.062

=====

[3]
Entry from the Open Molecules 2025 dataset: C9H15BiCl2IrO3P as an isolated structure in a non-equilibrium geometry (the ωB97M-V functional and the def2-TZVPD basis).

Summary:
- multiplicity = 5
- LUMO (spin up / spin down) (eV) = -16.77 / -18.94
- energy relative to the best compared isomer or geometry (same formula, charge and spin) (kcal/mol) = 0.0
- charge = +4
- energy (Eh) = -2156.421969
- gap between HOMO and LUMO (spin up / spin down) (eV) = 2.0 / 2.5
- HOMO level (spin up / spin down) (eV) = -18.7 / -21.5
- ⟨S²⟩ = 6.02

Last column: Löwdin charge in e.
CARTESIAN COORDINATES (ANGSTROEM)
Bi -1.45542 -4.21602 -5.85271  1.180
Ir -1.16840 -0.04775 -0.13541  1.025
Cl 0.92429 -4.65422 -5.38166  -0.110
Cl -2.61710 -1.34136 -1.33642  0.304
C -1.57648 1.66547 -0.65896  -0.296
C -0.96627 -5.72099 -7.80720  -0.117
C -3.78098 -4.19992 -7.29786  -0.116
O -1.76859 2.72174 -1.10418  0.267
O -0.80450 -6.24790 -8.81297  0.217
O -4.75479 -4.19638 -7.89421  0.160
C -1.41979 0.16089 3.18512  -0.098
C -0.79288 1.38221 2.53259  -0.312
P 0.33000 0.74639 1.19277  0.811
C 1.49553 1.92308 0.36402  -0.300
C 1.52222 3.31400 0.96344  -0.035
C 1.56409 -0.22912 2.14920  -0.261
C 2.39925 0.53510 3.18813  -0.025
H -1.88689 -0.50486 2.43670  0.067
H -2.22967 0.46951 3.85792  0.130
H -0.68417 -0.41476 3.76908  0.101
H -1.57437 1.95628 2.03177  0.094
H -0.24561 2.03773 3.20245  0.116
H 2.46878 1.42139 0.42040  0.109
H 1.22771 1.97231 -0.70652  0.107
H 2.03139 3.34356 1.93295  0.107
H 2.07723 3.97737 0.29240  0.154
H 0.51849 3.73445 1.08730  0.102
H 1.02153 -1.06922 2.61278  0.129
H 2.22603 -0.63828 1.36878  0.124
H 1.81187 1.10491 3.91951  0.111
H 2.98196 -0.20527 3.74786  0.148
H 3.12556 1.21968 2.73291  0.107